Molecular formula: C21H21FN4O3
Method: DFT, ωB97M-V/def2-TZVPD

## Properties
ΔE to the lowest compared entry with this formula, charge and spin   47.7 kcal per mole
HOMO energy   -7.669 eV
Calculated total energy   -36938.5143 eV
HOMO-LUMO gap   8.15 eV
LUMO   0.48 eV
SMILES   COc1ccc(NC(=O)N2CCC[C@H](c3nc(-c4ccc(F)cc4)no3)C2)cc1

Atoms and positions in Å:
C1 1.1518 1.1322 -6.0828
H1 1.9879 1.4597 -5.4556
O1 -0.0878 1.4522 -5.5041
C2 -0.3988 0.9059 -4.2903
C3 -1.6421 1.2547 -3.7623
C4 -2.0611 0.7675 -2.5438
C5 -1.2375 -0.0857 -1.8115
C6 -0.0020 -0.4412 -2.3434
C7 0.4203 0.0481 -3.5671
H2 1.3881 -0.2499 -3.9388
H3 0.6455 -1.1094 -1.7919
N1 -1.6064 -0.6402 -0.5824
C8 -2.6162 -0.2085 0.2454
O2 -3.2845 0.7893 0.0644
N2 -2.8311 -1.0177 1.3353
C9 -2.3502 -2.3570 1.5452
H4 -1.7863 -2.7098 0.6829
C10 -1.5046 -2.4491 2.8262
C11 -0.2338 -1.6933 2.6856
N3 0.1917 -1.0286 1.6568
C12 1.4029 -0.5394 2.0719
N4 1.6933 -0.9091 3.2912
O3 0.6353 -1.6584 3.7011
C13 2.2450 0.2940 1.2370
C14 1.6874 0.9737 0.1561
C15 2.4844 1.7522 -0.6600
C16 3.8356 1.8446 -0.3757
C17 4.4086 1.1934 0.7052
C18 3.6059 0.4154 1.5149
H5 4.0172 -0.1079 2.3634
H6 5.4647 1.3007 0.8955
F1 4.6216 2.5935 -1.1730
H7 2.0691 2.2802 -1.5034
H8 0.6293 0.9008 -0.0341
H9 -1.2450 -3.4969 3.0179
C19 -2.3130 -1.9098 4.0187
C20 -2.8485 -0.5128 3.7112
H10 -3.4746 -0.1657 4.5334
C21 -3.6609 -0.5346 2.4163
H11 -4.0039 0.4650 2.1475
H12 -4.5337 -1.1896 2.5338
H13 -2.0175 0.1864 3.5976
H14 -1.6856 -1.8926 4.9114
H15 -3.1493 -2.5876 4.2022
H16 -3.2190 -3.0190 1.6732
H17 -0.8656 -1.1560 -0.1221
H18 -3.0181 1.0552 -2.1433
H19 -2.2712 1.9187 -4.3333
H20 1.1831 1.6691 -7.0298
H21 1.2425 0.0576 -6.2748

Atomic partial charges in e from the Löwdin method, atoms 1 to 4: atom 1 (C): -0.0972, atom 2 (H): 0.0931, atom 3 (O): -0.0917, atom 4 (C): -0.2840

=====

Molecular formula: C28H53I2NO6P
Method: DFT, ωB97M-V/def2-TZVPD

## Properties
ΔE to the lowest compared entry with this formula, charge and spin   187.2 kcal per mole
HOMO energy   -11.240 eV
Calculated total energy   -69147.0589 eV
Charge   +1
HOMO-LUMO gap   6.41 eV
LUMO   -4.83 eV

Atoms and positions in Å:
C1 -6.4961 1.7617 -1.7280
C2 -5.5150 0.6732 -2.3875
C3 -4.7008 -0.1175 -1.2579
N1 -3.8544 0.7550 -0.3724
C4 -4.4963 1.1308 0.8896
C5 -3.7987 2.0038 1.9514
C6 -2.3243 2.4358 1.6163
C7 -1.6027 3.3126 2.7379
I1 -0.2098 2.5060 4.2136
C8 -1.8965 4.7177 2.8262
C9 -2.9130 5.4893 1.8610
I2 -0.9631 5.9499 4.3936
C10 -1.6315 2.0077 0.2594
P1 0.1372 2.5637 0.0546
O1 1.0393 1.9205 1.1358
O2 0.2052 4.2549 0.3654
O3 0.8763 2.2621 -1.4328
C11 -2.4915 1.1632 -0.7074
C12 -1.8669 0.6997 -2.1200
C13 -1.2227 -0.7738 -2.0914
C14 -0.5602 -1.2176 -0.7042
C15 -0.4099 -2.8501 -0.7687
C16 1.1179 -3.3465 -0.8438
C17 1.5737 -4.1381 0.4959
C18 1.8644 -3.1750 1.7526
C19 3.4179 -3.1962 2.2496
C20 4.1734 -1.8229 1.8451
C21 4.6182 -1.7640 0.2980
C22 4.7977 -0.2295 -0.1898
C23 3.5456 0.1675 -1.1389
O4 3.8263 -0.1774 -2.5149
C24 2.7794 0.2728 -3.4020
H1 -7.0164 2.3009 -2.6072
H2 -7.2414 1.2878 -1.0057
H3 -5.8634 2.5527 -1.1716
H4 -4.8148 1.2160 -3.1230
H5 -6.0863 -0.1116 -3.0176
H6 -4.0288 -0.9006 -1.7805
H7 -5.3827 -0.7396 -0.5634
H8 -5.5594 0.7672 1.1103
H9 -4.2812 2.3088 2.9433
H10 -3.8958 4.8772 1.8617
H11 -2.5613 5.5637 0.7786
H12 -3.1772 6.5068 2.3177
H13 -0.1979 4.7367 -0.3996
H14 0.6958 3.0662 -1.9928
H15 -1.1786 1.5065 -2.5790
H16 -2.7438 0.6448 -2.8762
H17 -0.3738 -0.7742 -2.8781
H18 -1.9903 -1.5402 -2.4926
H19 0.5009 -0.8032 -0.6237
H20 -1.1857 -1.0170 0.2277
H21 -1.0849 -3.2781 -1.6018
H22 -0.8507 -3.2805 0.2123
H23 1.1689 -4.1288 -1.6941
H24 1.8207 -2.4808 -1.1003
H25 0.8464 -4.9738 0.7878
H26 2.5723 -4.6556 0.2380
H27 1.2578 -3.5133 2.6784
H28 1.6244 -2.0917 1.4805
H29 3.9778 -4.1388 1.9215
H30 3.4216 -3.2139 3.4070
H31 3.4354 -0.9604 2.0461
H32 5.1400 -1.6998 2.4618
H33 5.6187 -2.2885 0.0917
H34 3.8214 -2.3316 -0.3145
H35 5.7211 -0.1992 -0.8687
H36 4.8611 0.4968 0.6882
H37 2.6606 -0.4912 -0.8036
H38 3.2897 1.2684 -0.9754
H39 3.0573 1.3331 -3.7775
H40 1.7508 0.2829 -2.8765
H41 2.6579 -0.4022 -4.3264
C25 -3.0572 0.6944 7.1532
C26 -4.0915 0.7054 6.0458
O5 -3.6550 1.5364 4.9737
H42 -2.8825 1.7074 7.5248
H43 -3.3824 0.0649 7.9845
H44 -2.0980 0.3206 6.7831
H45 -5.0412 1.0994 6.4134
H46 -4.2628 -0.3048 5.6607
H47 -2.8175 1.1765 4.6466
C27 5.5704 -2.3871 -4.1162
C28 6.3118 -1.8836 -5.3389
O6 6.9098 -2.9705 -6.0354
H48 6.2521 -2.9181 -3.4462
H49 5.1111 -1.5594 -3.5690
H50 4.7879 -3.0967 -4.4031
H51 7.1055 -1.1929 -5.0468
H52 5.6322 -1.3607 -6.0201
H53 6.2018 -3.5729 -6.2988

Atomic partial charges in e from the Löwdin method, atoms 1 to 4: atom 1 (C): -0.1190, atom 2 (C): -0.2138, atom 3 (C): -0.1566, atom 4 (N): -0.0267

=====

Molecular formula: C30H54CrN7OP2
Method: DFT, ωB97M-V/def2-TZVPD

## Properties
ΔE to the lowest compared entry with this formula, charge and spin   14.8 kcal per mole
Multiplicity   5
HOMO energy (spin up / spin down)   -8.932 / -8.937 eV
Calculated total energy   -91452.1666 eV
Charge   +1
HOMO-LUMO gap (spin up / spin down)   6.03 / 5.78 eV
LUMO (spin up / spin down)   -2.91 / -3.16 eV

Atoms and positions in Å:
C1 1.6516 1.1257 -2.0213
C2 0.8832 -1.1202 -1.7561
C3 2.3765 0.7925 -3.1590
C4 1.6211 -1.4765 -2.9060
C5 2.3320 -0.5226 -3.6168
H1 2.9286 1.5834 -3.6593
H2 1.6164 -2.5250 -3.2187
H3 2.8058 -0.7847 -4.5625
N1 0.8268 0.2351 -1.4386
P1 0.6007 3.0318 -0.2009
P2 -0.7673 -2.8335 0.2902
C6 1.9105 2.4967 -1.3805
H4 2.8569 2.4559 -0.8081
H5 2.0726 3.2815 -2.1432
C7 -1.6786 0.9489 1.6083
O1 -2.3835 0.7479 2.5213
C8 0.3853 -2.2531 -0.9738
H6 0.2944 -3.0921 -1.6920
C9 -0.1204 -4.6410 0.5560
C10 -2.7748 -2.9851 0.0158
C11 1.2690 3.6191 1.4464
C12 -0.1563 4.4267 -1.1786
C13 0.0710 -4.7397 2.0847
H7 -0.8898 -4.6995 2.6225
H8 0.5704 -5.6902 2.3550
H9 0.6842 -3.8993 2.4454
C14 -1.0164 -5.7888 0.0526
H10 -2.0229 -5.8101 0.4891
H11 -1.1012 -5.7751 -1.0442
H12 -0.5303 -6.7439 0.3302
C15 1.2289 -4.8107 -0.1625
H13 1.8246 -5.5788 0.3527
H14 1.1211 -5.1381 -1.2067
H15 1.7930 -3.8734 -0.1700
C16 -3.4226 -3.6607 1.2387
H16 -3.2185 -3.0784 2.1506
H17 -4.5212 -3.6884 1.1017
H18 -3.1007 -4.6960 1.4192
C17 -3.3416 -1.5635 -0.0624
H19 -3.0988 -0.9736 0.8334
H20 -2.9489 -1.0351 -0.9399
H21 -4.4477 -1.5806 -0.1639
C18 -3.0927 -3.6877 -1.3052
H22 -2.8266 -4.7534 -1.3200
H23 -4.1822 -3.6250 -1.4928
H24 -2.5856 -3.1891 -2.1480
C19 -1.3806 4.9001 -0.3865
H25 -1.9123 5.6559 -0.9877
H26 -2.0712 4.0676 -0.1968
H27 -1.1154 5.3580 0.5776
C20 -0.6095 3.8668 -2.5360
H28 0.2408 3.6418 -3.1981
H29 -1.2110 2.9608 -2.4109
H30 -1.2370 4.6278 -3.0327
C21 0.7795 5.6212 -1.4962
H31 0.2656 6.2470 -2.2472
H32 0.9772 6.2579 -0.6275
H33 1.7401 5.3119 -1.9337
C22 2.4651 2.7346 1.8225
H34 3.3295 2.8780 1.1550
H35 2.7745 2.9879 2.8488
H36 2.1825 1.6701 1.8154
C23 0.1396 3.3990 2.4795
H37 -0.1076 2.3335 2.5936
H38 0.4668 3.7737 3.4610
H39 -0.7835 3.9272 2.2014
C24 1.6827 5.1021 1.4879
H40 2.5047 5.3325 0.7921
H41 0.8375 5.7835 1.2990
H42 2.0416 5.3285 2.5079
Cr1 -0.2790 0.8559 0.1831
N2 0.6813 -0.5047 1.0483
C25 1.2212 -1.6025 0.8160
C26 2.6497 -1.7916 1.4867
C27 3.3406 -3.1347 1.3482
C28 3.5961 -0.7753 0.8280
C29 2.4297 -1.5560 2.9741
H43 2.7596 -3.9621 1.7812
H44 3.6079 -3.3607 0.3026
H45 4.2793 -3.0627 1.9337
H46 3.4701 0.2502 1.2057
H47 4.6493 -1.0769 0.9730
H48 3.4272 -0.7307 -0.2627
H49 3.3801 -1.5768 3.5189
H50 1.9078 -0.6140 3.1587
H51 1.7783 -2.3476 3.3598
N3 -5.3268 2.3739 -0.4013
N4 -4.0672 2.1401 -0.9056
N5 -3.8935 1.5141 -2.0914
C30 -2.6304 1.1108 -2.0050
N6 -2.0984 1.3566 -0.7922
N7 -3.0223 2.0087 -0.0579
H52 -5.2750 3.0129 0.3882
H53 -5.9581 2.6735 -1.1356
H54 -2.1236 0.5998 -2.8260

Atomic partial charges in e from the Löwdin method, atoms 1 to 4: atom 1 (C): -0.3098, atom 2 (C): -0.2733, atom 3 (C): -0.0328, atom 4 (C): -0.0226

=====

Molecular formula: C7H11NO3
Method: DFT, ωB97M-V/def2-TZVPD

## Properties
ΔE to the lowest compared entry with this formula, charge and spin   69.5 kcal per mole
HOMO energy   -10.201 eV
Calculated total energy   -15067.6276 eV
HOMO-LUMO gap   10.83 eV
LUMO   0.63 eV
SMILES   C[C@@H]1O[C@H]1C#N.CC(=O)CO

Atoms and positions in Å:
C1 -2.7814 0.3958 -0.2119
C2 -1.5892 -0.2122 -0.9093
C3 -1.7607 -1.5790 -1.5507
C4 1.2454 1.8068 2.9938
C5 1.6593 1.2774 1.6502
C6 0.9122 0.1960 0.9943
C7 1.5865 -0.7112 0.0778
H1 -3.3814 -0.3703 0.2936
H2 -3.4179 0.8816 -0.9601
H3 -2.4495 1.1555 0.5146
H4 -2.0016 -2.3035 -0.7451
H5 -2.6439 -1.5439 -2.2179
H6 0.0289 -1.2616 -2.0890
H7 0.1728 1.6494 3.1532
H8 1.8034 1.2965 3.7867
H9 1.4556 2.8794 3.0676
H10 2.7202 1.3758 1.3923
H11 0.0282 -0.2157 1.4854
N1 2.1254 -1.4458 -0.6409
O1 -0.5232 0.3460 -0.9928
O2 -0.6158 -1.9534 -2.2512
O3 0.7857 1.5495 0.5614

Atomic partial charges in e from the Löwdin method, atoms 1 to 4: atom 1 (C): 0.0019, atom 2 (C): -0.4041, atom 3 (C): -0.2048, atom 4 (C): -0.0315

=====

Molecular formula: C4H7IOS
Method: DFT, ωB97M-V/def2-TZVPD

## Properties
ΔE to the lowest compared entry with this formula, charge and spin   18.6 kcal per mole
HOMO energy (spin up / spin down)   -8.052 / -8.052 eV
Calculated total energy   -25243.4275 eV
HOMO-LUMO gap (spin up / spin down)   7.28 / 7.28 eV
LUMO (spin up / spin down)   -0.77 / -0.77 eV

Atoms and positions in Å:
C1 0.8859 0.1723 -1.1955
C2 0.6810 1.5003 -0.6016
C3 -0.7009 -0.4018 0.2945
C4 -1.1973 -1.1843 1.4694
O1 0.4156 -0.8097 -0.2668
S1 -0.8448 1.3666 0.3697
I1 -2.4325 -1.1046 -1.9098
H1 0.2196 0.1840 -2.0660
H2 1.9735 0.0511 -1.1050
H3 1.3995 1.7978 0.1844
H4 0.5886 2.2559 -1.3487
H5 -2.2531 -1.4240 1.3466
H6 -0.8584 -0.6905 2.4678
H7 -0.7653 -2.1995 1.4292

Atomic partial charges in e from the Löwdin method, atoms 1 to 4: atom 1 (C): -0.2430, atom 2 (C): -0.4242, atom 3 (C): -0.8028, atom 4 (C): -0.1009

=====

Molecular formula: C3H5N3S
Method: DFT, ωB97M-V/def2-TZVPD

## Properties
ΔE to the lowest compared entry with this formula, charge and spin   53.9 kcal per mole
HOMO energy   -7.962 eV
Calculated total energy   -18495.5611 eV
HOMO-LUMO gap   8.56 eV
LUMO   0.59 eV
SMILES   [H]/N=c1/cc[nH]n1S

Atoms and positions in Å:
C1 0.0361 -0.6761 -1.4518
C2 -0.6422 -1.2902 -0.4702
C3 -0.3119 -0.4771 0.6985
H1 -0.4543 2.5942 0.8154
H2 1.6654 0.6645 -1.4482
H3 0.0896 -0.9127 -2.5003
H4 -1.2164 -2.2020 -0.5187
H5 -0.4480 -0.0028 2.5473
N1 0.6074 0.5118 0.3474
N2 0.7474 0.4327 -1.0588
N3 -0.8151 -0.6771 1.8729
S1 0.7421 2.0348 1.1665

Atomic partial charges in e from the Löwdin method, atoms 1 to 4: atom 1 (C): -0.1291, atom 2 (C): -0.0082, atom 3 (C): -0.5115, atom 4 (H): -0.1196

=====

Molecular formula: C5H9O
Method: DFT, ωB97M-V/def2-TZVPD

## Properties
ΔE to the lowest compared entry with this formula, charge and spin   32.3 kcal per mole
HOMO energy   -14.873 eV
Calculated total energy   -7368.4417 eV
Charge   +1
HOMO-LUMO gap   11.87 eV
LUMO   -3.00 eV

Atoms and positions in Å:
C1 1.5192 0.3880 0.3065
C2 0.6210 -0.7815 0.7600
C3 -0.7095 1.1475 0.0989
C4 -1.4122 -1.0039 -0.8673
C5 0.5490 1.5327 0.1486
O1 -0.8000 -0.2663 0.2728
H1 2.2348 0.4708 1.0682
H2 2.0986 0.2850 -0.5711
H3 0.8247 -1.8469 0.4335
H4 0.6353 -0.7139 1.8123
H5 -1.6549 1.8076 -0.1552
H6 -2.0900 -0.2516 -1.4333
H7 -0.7038 -1.3662 -1.6398
H8 -2.0166 -1.9295 -0.5349
H9 0.9044 2.5280 0.3007

Atomic partial charges in e from the Löwdin method, atoms 1 to 4: atom 1 (C): -0.1065, atom 2 (C): 0.0517, atom 3 (C): -0.0435, atom 4 (C): 0.0419

=====

Molecular formula: C3H5NO2
Method: DFT, ωB97M-V/def2-TZVPD

## Properties
ΔE to the lowest compared entry with this formula, charge and spin   140.2 kcal per mole
HOMO energy   -9.181 eV
Calculated total energy   -8771.6138 eV
HOMO-LUMO gap   9.87 eV
LUMO   0.69 eV
SMILES   COCC1=NO1

Atoms and positions in Å:
C1 2.2568 -0.1215 -1.4500
C2 -0.5516 -0.0386 -1.2329
C3 1.5728 -0.4695 -0.2274
N1 2.2503 0.1066 -2.8107
O1 3.4939 0.0259 -1.7725
O2 0.1982 -0.5339 -0.1451
H1 -1.5072 -0.1657 -0.9026
H2 -0.2153 -0.7847 -1.9944
H3 -0.1512 0.9885 -1.4308
H4 1.9063 0.2965 0.4129
H5 2.0621 -1.3316 0.0912

Atomic partial charges in e from the Löwdin method, atoms 1 to 4: atom 1 (C): -0.4031, atom 2 (C): -0.0551, atom 3 (C): -0.1627, atom 4 (N): 0.2071